Density functional theory data (wB97M-V/def2-TZVPD) for one molecule with the formula C4H7N3O.

Geometry as XYZ:
```
15
Properties=species:S:1:pos:R:3:forces:R:3:nbo_charge:R:1
C 0.1020 0.2274 1.6586 1.6205 2.4707 0.4614 -0.2766
C 0.0839 0.0472 0.2975 -0.5141 -1.8411 1.7009 0.4545
C -0.3278 -1.9063 -1.1403 -0.4261 0.0770 -1.8328 -0.4272
C 0.2604 2.2513 -0.4030 -0.3575 0.4976 -0.5423 -0.2566
N -0.0950 -0.9668 2.2683 0.4030 2.7088 2.3268 -0.1856
N -0.3048 -1.8488 1.4620 -0.5015 -2.9817 -4.0560 -0.0376
N -0.1790 -1.2805 0.1436 -0.7122 1.5056 0.5706 -0.2558
O 0.2654 0.8688 -0.7005 -0.1022 -0.6239 -2.0589 -0.4885
H 0.5424 1.1565 2.1272 -0.9927 -1.6114 0.0204 0.2102
H 0.6036 -2.4018 -1.3249 0.4390 -0.6327 -0.4525 0.2073
H -1.1564 -2.6445 -1.2604 0.5400 0.7164 0.6312 0.2267
H -0.4361 -1.1361 -2.0094 0.0628 -1.0376 1.9429 0.2291
H -0.6713 2.7345 -0.8069 0.6823 -0.5967 0.3735 0.1881
H 1.1223 2.6904 -1.0122 -0.8831 -0.3270 1.6929 0.2084
H 0.1904 2.2088 0.7003 0.7419 1.6760 -0.7781 0.2038
```
Positions in Å, forces in eV/Å.

Computed properties:
Electronic energy, eV: -10776.52749
SMILES: COc1cnnn1C
ΔE to the lowest compared entry with this formula, charge and spin, kJ/mol: 310.7
Spin multiplicity: 1
LUMO, eV: 0.725


Density functional theory data (wB97M-V/def2-TZVPD) for C4H7N3O as an isolated structure.

Geometry as XYZ:
```
15
Properties=species:S:1:pos:R:3:forces:R:3:nbo_charge:R:1
C -0.9340 -0.3895 -0.0196 -4.5436 3.9174 -1.7078 0.0449
C -0.5269 -1.6467 -0.2348 -1.7076 0.2818 2.4429 -0.1035
C 1.2114 -0.1152 0.0079 4.5475 -0.3255 -1.4586 0.1799
C 0.1650 0.5888 -0.1122 -8.4139 2.9953 0.9944 0.1752
H -2.2810 0.8351 0.8647 -0.6173 -0.2615 -0.7565 0.3742
H -2.9781 0.3351 -0.7570 2.5366 -0.4696 2.8836 0.3861
H -1.1260 -2.5846 0.0068 1.5509 1.2759 -0.6824 0.2379
H 1.4168 -2.0976 0.5252 -1.9978 2.0582 -2.6406 0.3952
H 2.5904 0.8368 0.8964 0.9069 -0.8947 -1.3760 0.3655
H 2.7547 1.1379 -0.7251 -0.7704 -2.6086 1.5874 0.3785
H -1.2106 2.1231 -0.3509 4.0697 -1.4975 0.8352 0.4939
N -2.3003 0.1290 0.1223 -0.8604 -0.0417 -1.9744 -0.8970
N 0.7817 -1.3799 -0.1031 7.5548 -7.8726 1.8709 -0.5029
N 2.5979 0.2873 -0.0203 -0.1675 2.9161 0.9337 -0.8225
O -0.1610 1.9403 -0.1003 -2.0879 0.5269 -0.9517 -0.7055
```
Positions in Å, forces in eV/Å.

Computed properties:
Electronic energy, eV: -10775.51757
ΔE to the lowest compared entry with this formula, charge and spin, kJ/mol: 408.1
Spin multiplicity: 1
LUMO, eV: 0.621